Record 1
{"formula": "C3H6O3", "method": "ωB97M-V with the def2-TZVPD basis set", "total_charge": 0, "e_lumo_ev": 0.86, "elements": ["C", "C", "O", "H", "H", "H", "H", "O", "C", "O", "H", "H"], "coordinates": [[0.924, 1.078, -2.087], [-0.282, 0.458, -1.458], [-0.251, -0.611, -0.911], [1.246, 1.970, -1.551], [0.729, 1.202, -3.157], [1.776, 0.395, -2.068], [-1.255, 0.960, -1.625], [-1.501, -0.336, 3.209], [-0.497, -0.676, 2.631], [-0.189, -1.961, 2.396], [0.288, 0.025, 2.327], [-0.988, -2.501, 2.293]]}

=====

Record 2
{"formula": "C3H6O3", "method": "ωB97M-V with the def2-TZVPD basis set", "total_charge": 0, "e_lumo_ev": 0.88, "elements": ["C", "C", "O", "O", "C", "O", "H", "H", "H", "H", "H", "H"], "coordinates": [[1.563, -1.161, -0.086], [0.649, -0.042, 0.220], [1.001, 1.116, 0.031], [-0.579, -0.429, 0.523], [-1.675, 0.683, 0.359], [-1.444, 1.346, -0.863], [1.443, -2.203, 0.479], [1.197, -1.486, -1.017], [2.551, -0.789, -0.083], [-2.636, 0.010, 0.256], [-1.587, 1.374, 1.211], [-0.483, 1.582, -1.030]]}

=====

Record 3
{"formula": "C3H6O3", "method": "ωB97M-V with the def2-TZVPD basis set", "total_charge": 0, "e_lumo_ev": 0.70, "elements": ["O", "C", "C", "O", "C", "O", "H", "H", "H", "H", "H", "H"], "coordinates": [[-1.196, -0.980, -0.112], [-0.250, -0.219, -0.039], [-0.270, 1.110, -0.762], [-1.420, 1.277, -1.530], [0.963, -0.570, 0.797], [0.781, -1.740, 1.531], [-0.195, 1.886, 0.015], [0.640, 1.205, -1.376], [-1.957, 0.478, -1.404], [1.205, 0.281, 1.453], [1.810, -0.670, 0.100], [-0.113, -2.059, 1.327]]}

=====

Record 4
{"formula": "C3H6O3", "method": "ωB97M-V with the def2-TZVPD basis set", "total_charge": 0, "e_lumo_ev": 0.79, "elements": ["C", "O", "C", "O", "C", "O", "H", "H", "H", "H", "H", "H"], "coordinates": [[-0.924, 0.217, -1.642], [-1.237, -0.063, -0.274], [-0.141, -0.609, 0.315], [0.314, -1.685, 0.031], [0.471, 0.345, 1.309], [1.831, 0.111, 1.523], [0.164, 0.268, -1.748], [-1.305, -0.569, -2.293], [-1.354, 1.188, -1.889], [0.349, 1.355, 0.908], [-0.135, 0.286, 2.226], [1.965, -0.846, 1.533]]}

=====

Record 5
{"formula": "C3H6O3P", "method": "ωB97M-V with the def2-TZVPD basis set", "total_charge": -1, "e_lumo_ev": 4.11, "elements": ["C", "C", "O", "P", "C", "O", "O", "H", "H", "H", "H", "H", "H"], "coordinates": [[-1.868, -1.040, 0.058], [-0.471, -0.929, -0.536], [0.152, -1.615, -1.303], [0.290, 0.540, 0.513], [1.962, 0.944, -0.234], [0.312, 0.091, 1.956], [-0.450, 1.734, 0.073], [-1.938, -0.150, 0.522], [-2.155, -1.839, 0.728], [-2.552, -0.975, -0.748], [1.689, 1.894, -0.757], [2.585, 1.161, 0.602], [2.445, 0.184, -0.873]]}

=====

Record 6
{"formula": "C3H6O3S", "method": "ωB97M-V with the def2-TZVPD basis set", "total_charge": 0, "e_lumo_ev": -1.07, "elements": ["C", "C", "C", "O", "O", "O", "S", "H", "H", "H", "H", "H", "H"], "coordinates": [[-0.229, 1.150, 0.533], [0.711, 0.431, -0.224], [1.277, -0.849, 0.172], [-2.657, 0.765, -0.364], [-1.568, -1.249, 0.607], [-0.853, -0.463, -1.616], [-1.514, -0.136, -0.318], [-0.283, 0.852, 1.512], [-0.356, 2.137, 0.160], [1.108, 0.832, -1.180], [0.561, -1.444, 0.757], [2.252, -0.635, 0.703], [1.549, -1.391, -0.742]]}

=====

Record 7
{"formula": "C3H6O3Zn", "method": "ωB97M-V with the def2-TZVPD basis set", "total_charge": 2, "e_lumo_ev": -13.20, "elements": ["H", "C", "C", "H", "H", "H", "H", "O", "C", "O", "O", "Zn", "H"], "coordinates": [[1.715, -1.429, 1.385], [1.562, -1.752, 0.348], [0.112, -1.678, -0.047], [1.883, -2.799, 0.267], [2.199, -1.151, -0.312], [-0.541, -2.195, 0.665], [-0.137, -2.281, -0.925], [-0.625, -0.126, 0.599], [-0.576, 0.453, -0.572], [-0.052, -0.200, -1.463], [-0.371, 1.759, -0.324], [-0.867, 1.433, 1.633], [0.091, 2.256, -1.018]]}

=====

Record 8
{"formula": "C3H6O4", "method": "ωB97M-V with the def2-TZVPD basis set", "total_charge": -1, "e_lumo_ev": [4.05, 3.94], "multiplicity": 2, "elements": ["C", "C", "O", "H", "H", "H", "H", "C", "O", "O", "H", "O", "H"], "coordinates": [[-1.063, -1.617, 0.236], [-1.416, -0.292, -0.348], [-0.410, 0.290, -1.079], [-1.764, -2.112, 0.915], [-0.370, -2.271, -0.302], [-1.826, 0.313, 0.501], [-2.342, -0.442, -0.965], [1.379, 0.865, -0.030], [2.201, -0.062, -0.164], [1.732, 2.121, -0.464], [2.519, 2.032, -1.014], [0.852, 1.028, 1.225], [0.508, 0.148, 1.490]]}

=====

Record 9
{"formula": "C3H6O4S", "method": "ωB97M-V with the def2-TZVPD basis set", "total_charge": 0, "e_lumo_ev": -1.80, "elements": ["C", "C", "C", "O", "O", "O", "O", "S", "H", "H", "H", "H", "H", "H"], "coordinates": [[-0.935, -1.225, -0.284], [0.006, 1.074, -0.157], [-0.789, 0.051, -1.041], [3.538, -1.300, 1.109], [2.755, -3.650, 1.397], [-1.978, -1.545, 0.185], [0.182, -1.887, -0.206], [3.889, -2.737, 1.209], [-0.701, 1.161, 0.680], [0.031, 2.091, -0.717], [1.085, 0.612, -0.098], [-0.255, -0.325, -1.857], [-1.742, 0.545, -1.324], [0.124, -2.660, 0.422]]}

=====

Record 10
{"formula": "C3H6O6P", "method": "ωB97M-V with the def2-TZVPD basis set", "total_charge": -1, "e_lumo_ev": [3.51, 3.51], "elements": ["C", "C", "C", "O", "O", "O", "O", "O", "O", "P", "H", "H", "H", "H", "H", "H"], "coordinates": [[-0.094, -0.893, 1.292], [1.347, -0.370, 1.295], [-0.310, -0.456, -0.917], [-0.653, 1.938, 0.551], [0.670, 1.898, -1.698], [-0.403, -1.400, -0.001], [1.570, 0.623, 0.350], [-0.001, -0.854, -2.131], [-2.443, 0.281, -1.569], [0.181, 1.260, -0.464], [-0.211, -1.731, 1.982], [-0.775, -0.078, 1.544], [1.585, 0.008, 2.301], [2.026, -1.212, 1.068], [0.044, -0.025, -2.649], [-2.533, 1.012, -0.953]]}

=====

Record 11
{"formula": "C3H6OS", "method": "ωB97M-V with the def2-TZVPD basis set", "total_charge": 0, "e_lumo_ev": 0.90, "elements": ["O", "C", "C", "C", "S", "H", "H", "H", "H", "H", "H"], "coordinates": [[1.326, 1.118, 1.372], [0.466, 1.481, 0.610], [-0.218, 0.500, -0.391], [0.187, -0.909, 0.086], [-0.482, -2.269, -0.820], [0.239, 2.552, 0.592], [0.096, 0.694, -1.409], [-1.274, 0.867, -0.419], [1.225, -0.737, -0.262], [0.213, -1.085, 1.157], [-1.778, -2.213, -0.518]]}

=====

Record 12
{"formula": "C3H6OS2", "method": "ωB97M-V with the def2-TZVPD basis set", "total_charge": 0, "e_lumo_ev": 0.40, "elements": ["O", "C", "C", "C", "S", "S", "H", "H", "H", "H", "H", "H"], "coordinates": [[-0.009, -2.648, 0.302], [0.755, -1.756, 0.333], [0.572, -0.568, -0.693], [-0.757, 0.093, -0.456], [-0.648, 1.966, -0.393], [-0.072, 2.469, 1.537], [1.637, -1.764, 1.058], [1.368, 0.098, -0.778], [0.583, -1.002, -1.766], [-1.405, -0.120, -1.297], [-1.178, -0.249, 0.589], [-0.848, 3.481, 1.565]]}

=====

Record 13
{"formula": "C3H6OS2", "method": "ωB97M-V with the def2-TZVPD basis set", "total_charge": 0, "e_lumo_ev": 0.83, "elements": ["C", "O", "C", "S", "C", "S", "H", "H", "H", "H", "H", "H"], "coordinates": [[-1.163, 0.796, -0.178], [0.024, 1.344, -0.707], [1.170, 0.755, -0.097], [1.448, -0.899, -0.681], [0.020, -1.572, 0.146], [-1.462, -0.917, -0.636], [-1.265, 0.850, 0.916], [-1.947, 1.394, -0.663], [1.993, 1.384, -0.412], [1.046, 0.802, 0.978], [0.066, -2.685, 0.108], [0.070, -1.252, 1.226]]}

=====

Record 14
{"formula": "C3H6OS2", "method": "ωB97M-V with the def2-TZVPD basis set", "total_charge": 0, "e_lumo_ev": -0.02, "elements": ["C", "C", "C", "O", "S", "S", "H", "H", "H", "H", "H", "H"], "coordinates": [[1.579, 0.236, 0.379], [-1.658, -0.774, -0.226], [-1.277, 0.402, 0.539], [-1.110, 1.553, 0.281], [1.979, 1.710, -0.307], [2.246, -1.258, 0.108], [-2.620, -1.297, -0.060], [-1.821, -0.466, -1.244], [-0.760, -1.371, -0.369], [-0.928, 0.058, 1.495], [0.963, 2.394, 0.170], [3.406, -1.186, -0.766]]}

=====

Record 15
{"formula": "C3H6OS2", "method": "ωB97M-V with the def2-TZVPD basis set", "total_charge": 0, "e_lumo_ev": -1.67, "elements": ["C", "C", "C", "H", "H", "H", "H", "H", "H", "O", "S", "S"], "coordinates": [[1.776, 1.039, -0.538], [0.202, -0.687, 0.023], [-1.090, -0.979, 0.608], [1.512, 2.123, -0.873], [2.818, 1.157, 0.409], [1.744, 0.211, -1.458], [-1.203, -0.294, 1.444], [-1.487, -1.929, 0.905], [-3.450, 1.187, 0.427], [0.573, 0.577, 0.155], [1.011, -2.030, -0.426], [-2.406, -0.375, -0.677]]}

=====

Record 16
{"formula": "C3H6OS2", "method": "ωB97M-V with the def2-TZVPD basis set", "total_charge": 0, "e_lumo_ev": -0.02, "elements": ["C", "C", "C", "O", "S", "S", "H", "H", "H", "H", "H", "H"], "coordinates": [[0.353, 1.604, -0.209], [-0.174, 0.313, 1.933], [0.713, -2.227, -1.953], [0.676, -3.197, -1.258], [1.124, 2.192, -1.649], [1.208, 0.523, 0.779], [-0.216, 0.919, 2.793], [-0.223, -0.636, 2.227], [-1.105, 0.405, 1.462], [0.170, -2.027, -2.950], [1.063, -1.182, -1.555], [0.211, 3.302, -1.840]]}

=====

Record 17
{"formula": "C3H6S", "method": "ωB97M-V with the def2-TZVPD basis set", "total_charge": 0, "e_lumo_ev": -0.40, "elements": ["C", "C", "C", "S", "H", "H", "H", "H", "H", "H"], "coordinates": [[-0.607, -0.605, -0.526], [-0.679, 0.382, 0.642], [0.135, 0.579, -0.649], [2.463, 0.084, 0.107], [-0.289, -1.623, -0.295], [-1.547, -0.657, -1.222], [-1.570, 0.852, 0.648], [-0.223, 0.271, 1.536], [0.248, 1.348, -1.419], [2.069, -0.631, 1.178]]}

=====

Record 18
{"formula": "C3H6S", "method": "ωB97M-V with the def2-TZVPD basis set", "total_charge": 0, "e_lumo_ev": 1.09, "elements": ["C", "C", "C", "S", "H", "H", "H", "H", "H", "H"], "coordinates": [[-1.088, 0.617, -0.205], [0.335, 0.218, -0.155], [0.941, -0.912, 0.513], [1.186, -1.162, -1.205], [-1.718, -0.265, -0.217], [-1.356, 0.917, 0.715], [-1.126, 1.249, -1.055], [0.983, 1.167, -0.606], [0.082, -1.327, 1.147], [1.761, -0.503, 1.066]]}

=====

Record 19
{"formula": "C3H6S", "method": "ωB97M-V with the def2-TZVPD basis set", "total_charge": 0, "e_lumo_ev": -0.22, "elements": ["C", "C", "C", "S", "H", "H", "H", "H", "H", "H"], "coordinates": [[-2.515, 0.252, -0.155], [-1.246, 0.145, 0.179], [2.149, -0.617, -0.178], [3.534, 0.270, 0.012], [-3.257, -0.644, -0.181], [-3.063, 1.098, -0.463], [-0.650, -0.821, 0.497], [-0.645, 0.967, 0.273], [1.464, 0.023, -0.970], [4.228, -0.672, 0.987]]}

=====

Record 20
{"formula": "C3H6S2", "method": "ωB97M-V with the def2-TZVPD basis set", "total_charge": 0, "e_lumo_ev": -0.23, "elements": ["C", "C", "C", "H", "H", "H", "H", "H", "H", "S", "S"], "coordinates": [[1.244, -0.564, -0.375], [0.512, 0.094, 0.807], [-0.821, 0.750, 0.282], [2.473, -0.749, -0.248], [0.799, -1.719, -0.842], [0.877, 0.033, -1.553], [0.312, -0.522, 1.685], [0.992, 1.151, 0.932], [-3.330, -0.149, -0.729], [-2.197, -0.601, 0.095], [-0.859, 2.276, -0.054]]}